# 1
A single C16H17N5O molecule in a non-equilibrium geometry, computed with ωB97M-V/def2-TZVPD.

Output
**Molar mass**: 295.3 g mol⁻¹
**SMILES string**: CC(C)c1cc(C(=O)N/N=C/c2c[nH]c3ccccc23)n[nH]1
**Energy above the lowest of the compared OMol25 structures with the same formula, charge and spin**: 0.0 kJ/mol
**LUMO energy**: 0.0213 hartree
**E_HOMO**: -7.71 eV
**HOMO-LUMO gap**: 8.3 eV
**E_tot**: -968.911818 Ha

```
39
Properties=species:S:1:pos:R:3:forces:R:3
C -3.91998 -2.31718 1.46127 -0.10 -0.05 -0.23
C -3.53464 -2.00398 0.01279 0.11 -0.05 0.18
C -2.21409 -2.68463 -0.35351 -0.27 0.00 -0.11
C -3.42644 -0.52698 -0.18109 0.10 0.04 0.07
C -2.51393 0.38802 0.29233 -0.33 -0.20 -0.10
C -2.93463 1.63142 -0.22608 -0.48 -0.87 -0.07
C -2.33551 2.95965 -0.00584 -0.03 0.34 -0.04
O -2.95616 3.99491 0.11140 -0.03 -0.10 -0.07
N -0.96670 2.97245 0.09331 0.43 1.02 0.26
N -0.19101 1.89859 -0.10282 0.47 -0.55 -0.19
C 1.07581 2.00205 -0.00607 -0.58 0.65 0.12
C 1.91734 0.86112 -0.21147 0.21 -0.88 -0.21
C 1.51566 -0.40170 -0.58382 -0.15 0.59 0.12
N 2.59343 -1.22446 -0.67722 0.02 -0.37 -0.08
C 3.72788 -0.52273 -0.36939 0.26 0.46 0.15
C 5.05328 -0.93295 -0.32545 0.09 -0.05 -0.01
C 5.99922 0.00649 0.02588 0.02 -0.20 -0.05
C 5.63702 1.32157 0.32664 0.01 0.24 0.06
C 4.32285 1.73267 0.28451 0.10 -0.02 0.01
C 3.34485 0.80542 -0.06821 -0.06 -0.42 -0.11
N -4.03101 1.47961 -0.95624 -0.16 0.90 -0.25
N -4.30664 0.18494 -0.92533 0.20 -0.14 0.16
H -4.86368 -1.84144 1.71763 -0.06 0.03 0.08
H -3.15503 -1.94910 2.14024 0.08 0.04 0.09
H -4.02300 -3.39075 1.60129 -0.01 -0.12 0.07
H -4.32224 -2.38269 -0.64987 0.05 0.04 0.02
H -2.30662 -3.76401 -0.25687 0.04 -0.12 0.03
H -1.93642 -2.44980 -1.37883 0.08 0.00 -0.08
H -1.42200 -2.34389 0.30847 0.12 0.03 0.09
H -1.66962 0.21118 0.92319 0.15 -0.14 0.10
H -0.53950 3.88640 0.27242 -0.26 -0.30 -0.06
H 1.56510 2.95254 0.23726 -0.11 0.01 0.00
H 0.52126 -0.74376 -0.79163 -0.20 -0.10 -0.06
H 2.56553 -2.19504 -0.94112 -0.02 0.13 0.03
H 5.33036 -1.95065 -0.55811 0.06 -0.09 -0.02
H 7.04023 -0.27643 0.07076 0.08 -0.04 0.00
H 6.40877 2.02656 0.59796 0.05 0.07 0.02
H 4.05746 2.75222 0.52025 0.00 0.11 0.03
H -5.10721 -0.16564 -1.42861 0.13 0.09 0.05
```
Forces are in eV/Å.

***

# 2
A molecular structure, C16H17N5O4RuS, computed with ωB97M-V/def2-TZVPD.

Output
**Molar mass**: 476.5 g mol⁻¹
**Expectation value of S²**: 8.7618
**Total charge**: +1
**Energy above the lowest of the compared OMol25 structures with the same formula, charge and spin**: 6.9 kJ/mol
**LUMO energy (alpha / beta)**: -0.1296 / -0.1475 hartree
**E_HOMO (alpha / beta)**: -10.38 / -10.46 eV
**2S+1**: 6
**HOMO-LUMO gap (alpha / beta)**: 6.9 / 6.4 eV
**E_tot**: -1687.553261 Ha

```
44
Properties=species:S:1:pos:R:3:forces:R:3
Ru -0.21058 0.36776 -0.75341 0.02 -0.49 0.38
O -0.09134 0.01893 1.24328 -0.22 -0.15 0.32
C -0.74752 -0.65650 2.17369 0.29 0.28 -0.05
C -0.43295 -0.40033 3.51952 0.11 0.08 0.03
C -1.06212 -1.06831 4.53974 -0.10 -0.09 0.05
C -2.04237 -2.03047 4.26021 0.13 0.12 0.11
C -2.36222 -2.28951 2.95306 0.00 0.00 -0.18
C -1.72882 -1.61553 1.89233 -0.20 -0.21 -0.01
C -2.08877 -1.90710 0.51953 0.00 0.14 -0.14
N -1.64652 -1.28437 -0.57243 -0.39 -0.35 -0.53
C -2.27691 -1.87550 -1.66970 0.22 0.23 0.31
C -3.09234 -2.85259 -1.23035 -0.08 -0.11 0.20
N -2.96363 -2.86284 0.14531 -0.08 -0.11 -0.12
H 0.32624 0.34682 3.71394 -0.02 -0.03 0.03
H -0.80245 -0.84783 5.56738 0.00 0.00 -0.02
H -2.54237 -2.55749 5.06099 0.01 0.02 -0.01
H -3.12904 -3.02844 2.75054 0.01 0.03 -0.02
H -2.07526 -1.55652 -2.67524 0.03 0.02 0.00
H -3.73925 -3.53390 -1.75415 0.01 0.01 0.04
H -3.42867 -3.49731 0.76941 -0.02 -0.01 0.01
S -2.14717 2.12498 -1.36906 0.09 0.08 0.01
C -0.77608 3.06412 -1.12084 -0.04 0.07 0.14
N -0.53499 4.21936 -1.79534 -0.12 -0.05 0.03
C 0.61473 4.91089 -1.66953 0.05 0.15 -0.04
C 1.58023 4.46838 -0.82085 0.05 0.03 0.00
C 1.30981 3.27839 -0.13273 -0.09 -0.04 0.15
N 0.17308 2.62711 -0.25476 0.12 0.28 -0.38
H -1.23528 4.50763 -2.46495 -0.03 0.04 -0.02
H 0.70818 5.80220 -2.27394 -0.01 -0.01 0.01
H 2.51249 4.99735 -0.70506 -0.02 0.00 0.01
H 2.03425 2.83796 0.54238 0.02 -0.03 -0.05
C 4.21495 -0.80069 -0.23738 0.01 -0.01 0.07
C 2.75666 -0.86865 -0.58129 0.04 0.20 0.11
N 2.27906 -2.03949 -1.00636 0.11 -0.01 -0.03
O 2.05696 0.15459 -0.47078 0.17 -0.20 -0.22
H 4.65896 -1.78421 -0.09736 0.00 0.01 -0.01
H 4.34020 -0.20841 0.66584 0.00 -0.01 0.00
H 4.73391 -0.29086 -1.05072 -0.01 -0.01 0.01
H 2.90248 -2.81539 -1.14207 0.03 -0.01 0.05
H 1.37735 -2.08088 -1.45470 -0.16 0.07 -0.07
O 0.66556 1.38002 -2.72730 0.10 -0.23 -0.22
C 0.65879 0.26029 -3.28512 -0.03 0.23 0.16
O 0.27618 -0.78344 -2.67245 -0.03 0.10 -0.10
H 0.97649 0.16975 -4.32928 0.04 -0.03 -0.04
```
Forces are in eV/Å.

***

# 3
2 unconnected molecules or ions with the total composition C16H17NO in a non-equilibrium geometry, computed with ωB97M-V/def2-TZVPD.

Output
**Molar mass**: 239.3 g mol⁻¹
**SMILES string**: Cc1c[nH]c2ccccc12.Cc1ccc(O)cc1
**Energy above the lowest of the compared OMol25 structures with the same formula, charge and spin**: 76.0 kJ/mol
**LUMO energy**: 0.0300 hartree
**E_HOMO**: -7.88 eV
**HOMO-LUMO gap**: 8.7 eV
**E_tot**: -749.871361 Ha

```
35
Properties=species:S:1:pos:R:3:forces:R:3
C 1.24230 -1.43145 -2.98997 1.05 1.22 0.53
C 1.26197 -1.57117 -1.49740 0.81 -0.82 0.35
C 0.74792 -2.60719 -0.77166 -0.44 0.57 -1.44
N 0.97460 -2.45212 0.56784 0.42 -0.22 0.14
C 1.81853 -1.35171 0.71900 -1.16 -0.57 0.13
C 2.18739 -0.76273 1.91696 0.89 0.39 0.25
C 3.04426 0.32587 1.84038 -0.64 0.38 -0.14
C 3.34373 0.87693 0.58571 -0.44 0.55 -0.33
C 2.83332 0.35460 -0.59203 0.35 -0.39 -0.14
C 2.04019 -0.80156 -0.55748 0.12 0.43 0.56
H 1.42393 -0.36863 -3.21978 -0.56 -0.06 -0.07
H 0.31406 -1.75960 -3.44411 0.13 -0.25 -0.19
H 2.16196 -1.85718 -3.40968 -0.49 -0.55 -0.20
H 0.18947 -3.38544 -1.27165 -0.16 -0.32 0.72
H 0.95868 -3.22086 1.22292 -0.17 0.26 -0.09
H 1.80075 -1.08517 2.87810 0.16 -0.28 -0.14
H 3.35758 0.86534 2.73076 -0.04 -0.24 -0.07
H 3.78104 1.87211 0.51651 0.49 -0.41 0.17
H 3.14902 0.77774 -1.53588 -0.30 0.29 -0.09
C -2.38511 1.99589 2.70574 -0.32 1.41 0.24
C -2.31317 1.57160 1.27273 -0.52 -1.07 -0.10
C -1.12903 1.31577 0.59590 0.71 0.05 0.13
C -1.10022 0.64681 -0.61661 -0.77 0.96 -0.95
C -2.30252 0.34583 -1.25167 0.06 -0.72 0.46
O -2.32199 -0.29018 -2.46491 -0.12 0.24 -0.36
C -3.51412 0.54891 -0.60856 0.71 1.30 -0.39
C -3.49071 1.19056 0.63016 -0.31 -1.20 -0.03
H -1.48066 2.47143 3.06864 0.48 -0.30 -0.03
H -2.68304 1.21251 3.40174 0.12 -0.20 -0.17
H -3.11545 2.81088 2.82480 -0.12 -0.33 -0.09
H -0.17984 1.61683 1.02535 0.01 -0.03 0.13
H -0.22740 0.56734 -1.25193 0.39 -0.18 0.54
H -1.54799 -0.03308 -2.97764 0.06 -0.10 0.10
H -4.41046 0.47253 -1.20791 -0.25 -0.55 0.34
H -4.42900 1.13859 1.16562 -0.14 0.74 0.19
```
Forces are in eV/Å.

***

# 4
2 unconnected molecules or ions with the total composition C16H17NO in a non-equilibrium geometry, computed with ωB97M-V/def2-TZVPD.

Output
**Molar mass**: 239.3 g mol⁻¹
**SMILES string**: Cc1c[nH]c2ccccc12.Cc1ccc(O)cc1
**Energy above the lowest of the compared OMol25 structures with the same formula, charge and spin**: 141.6 kJ/mol
**LUMO energy**: 0.0213 hartree
**E_HOMO**: -8.03 eV
**HOMO-LUMO gap**: 8.6 eV
**E_tot**: -749.846354 Ha

```
35
Properties=species:S:1:pos:R:3:forces:R:3
C 2.52607 1.54917 1.87450 1.06 -0.16 0.60
C 1.43289 1.75302 0.91887 -0.20 0.61 -1.66
C 0.23627 1.13262 0.86278 0.54 1.12 -0.63
N -0.52087 1.57498 -0.21584 -0.24 -0.37 0.66
C 0.18453 2.52487 -0.89991 2.06 1.04 0.41
C -0.06316 3.29958 -2.04016 -0.64 -0.62 -0.26
C 0.97142 4.00872 -2.58800 0.90 1.41 1.31
C 2.19880 4.15929 -1.87048 0.28 -0.38 -1.87
C 2.54808 3.37249 -0.80544 -1.12 0.29 1.29
C 1.47910 2.66403 -0.24507 -1.25 -2.12 0.36
H 2.22269 1.12943 2.85185 0.12 0.15 -0.58
H 3.02942 2.48836 2.03744 -0.15 0.73 0.54
H 3.38915 0.99901 1.48048 -0.44 -0.61 -0.11
H -0.09132 0.37538 1.50126 -0.53 -0.63 0.69
H -1.51144 1.39680 -0.22573 0.04 0.21 -0.41
H -1.02934 3.37381 -2.51931 -0.16 -0.42 -0.02
H 0.82771 4.65555 -3.45917 -0.09 -0.38 0.30
H 2.90606 4.82899 -2.32134 0.44 0.14 -0.08
H 3.49679 3.35402 -0.24854 -0.33 0.38 -0.64
C -1.11163 -3.30922 -2.03445 -0.10 0.52 -0.67
C -1.46111 -3.23088 -0.57621 0.55 -0.31 -0.03
C -1.81601 -4.30388 0.27008 -0.36 0.44 -1.79
C -2.12389 -4.11623 1.58104 -0.01 0.69 0.44
C -1.86818 -2.84321 2.17202 -1.05 -1.37 -1.08
O -2.07537 -2.73999 3.49704 0.80 0.66 1.79
C -1.54279 -1.78022 1.35828 1.65 -0.21 0.05
C -1.26818 -2.00419 0.00748 -0.10 0.73 0.09
H -0.44901 -2.46029 -2.27161 0.74 -0.87 0.23
H -1.88605 -2.97699 -2.72668 -0.90 -0.55 0.30
H -0.77746 -4.29238 -2.37912 0.29 0.34 0.09
H -1.93892 -5.29764 -0.14431 -0.04 0.02 -0.13
H -2.61379 -4.97593 2.03457 0.48 0.45 0.81
H -1.35295 -2.22998 3.93905 -0.98 -0.47 -0.68
H -1.11651 -0.88066 1.79236 -0.86 -0.12 0.22
H -0.83101 -1.19841 -0.60771 -0.40 -0.32 0.46
```
Forces are in eV/Å.

***

# 5
2 unconnected molecules or ions with the total composition C16H17NO in a non-equilibrium geometry, computed with ωB97M-V/def2-TZVPD.

Output
**Molar mass**: 239.3 g mol⁻¹
**SMILES string**: Cc1c[nH]c2ccccc12.Cc1ccc(O)cc1
**Energy above the lowest of the compared OMol25 structures with the same formula, charge and spin**: 47.8 kJ/mol
**LUMO energy**: 0.0306 hartree
**E_HOMO**: -7.78 eV
**HOMO-LUMO gap**: 8.6 eV
**E_tot**: -749.882084 Ha

```
35
Properties=species:S:1:pos:R:3:forces:R:3
C -1.42569 -2.60195 5.34561 -0.16 -0.87 -0.76
C -1.22134 -1.57204 4.28112 0.22 0.27 0.61
C -1.20087 -0.22454 4.48523 0.74 0.09 -0.14
N -0.97520 0.42441 3.28606 -0.37 0.15 -0.03
C -0.91078 -0.50962 2.28799 0.61 0.06 -0.30
C -0.68727 -0.34236 0.91667 0.45 0.14 0.19
C -0.50592 -1.47826 0.16043 -0.06 -0.14 0.55
C -0.66115 -2.75708 0.74757 -0.33 -0.16 -0.88
C -0.92754 -2.92897 2.07967 -0.40 0.51 0.34
C -0.98698 -1.77392 2.88198 -0.69 -0.40 0.02
H -1.11602 -2.28326 6.33728 -0.17 0.11 0.01
H -0.89701 -3.53382 5.10453 0.27 0.29 0.07
H -2.46845 -2.93458 5.32785 -0.08 0.25 0.42
H -1.10632 0.32502 5.40871 -0.40 -0.01 0.04
H -0.90964 1.41802 3.15216 -0.03 -0.10 0.07
H -0.55532 0.65842 0.52326 -0.08 -0.05 -0.20
H -0.22159 -1.42692 -0.88101 -0.21 0.11 -0.09
H -0.69968 -3.58596 0.04610 0.26 -0.14 0.30
H -1.21556 -3.87487 2.52594 0.37 -0.13 -0.22
C -0.49482 1.69572 -5.18834 -0.41 -0.07 0.03
C 0.50173 1.78502 -4.06780 0.24 0.04 -0.35
C 0.30476 1.04017 -2.90540 0.12 -0.85 -0.51
C 1.24686 0.99118 -1.89968 0.32 0.31 -0.33
C 2.35064 1.83513 -2.00867 0.43 -0.52 0.26
O 3.18712 1.87824 -0.92486 0.04 0.04 0.02
C 2.60610 2.54392 -3.16500 -0.67 1.04 0.09
C 1.66929 2.52255 -4.19980 -0.52 0.50 0.62
H -0.41833 2.48396 -5.93945 0.15 0.11 0.23
H -1.50806 1.71002 -4.78122 -0.03 0.03 -0.12
H -0.38429 0.75489 -5.72773 0.02 -0.11 0.00
H -0.54419 0.36258 -2.90107 -0.08 0.12 0.29
H 1.22024 0.29113 -1.07785 -0.29 0.19 0.18
H 3.89297 2.51234 -1.08653 0.02 -0.05 -0.04
H 3.35033 3.33817 -3.14563 0.28 -0.39 -0.19
H 1.71197 3.25727 -4.99813 0.41 -0.33 -0.19
```
Forces are in eV/Å.

***

# 6
A molecular structure, C16H18CaClKNNaO3 in a non-equilibrium geometry, computed with ωB97M-V/def2-TZVPD.

Output
**Molar mass**: 409.9 g mol⁻¹
**Total charge**: +2
**LUMO energy**: -0.3427 hartree
**E_HOMO**: -12.59 eV
**HOMO-LUMO gap**: 3.3 eV
**E_tot**: -2800.004509 Ha

```
42
Properties=species:S:1:pos:R:3:forces:R:3
O 0.88514 1.51055 3.26401 -5.02 -0.53 -1.58
C -0.25983 1.36317 2.82435 0.58 0.83 0.49
O -1.50691 1.96775 3.25808 2.44 -1.73 0.01
C -2.64693 1.01948 3.08709 1.46 1.10 -0.87
C -1.95630 -0.34593 2.51518 -1.76 1.76 0.75
C -0.79827 0.39319 1.64291 2.05 -1.06 1.42
C 0.51051 -0.44047 1.11588 4.05 -1.31 -1.10
C 0.96155 -0.21315 -0.42883 1.34 -1.20 1.58
C 2.21627 -0.89812 -1.07894 -1.40 -0.78 3.75
C 3.10226 -1.86704 -0.19977 -3.23 1.67 0.79
C 2.71701 -2.13389 1.30220 -1.43 1.67 -2.36
C 1.42086 -1.42949 1.97756 0.02 1.27 -3.88
H -3.07580 0.99240 4.14280 0.06 -0.37 -1.84
H -3.23647 1.54099 2.25661 0.12 -1.08 1.50
H -2.79077 -0.93660 1.93109 1.34 1.39 1.47
H -1.68958 -0.87965 3.48889 0.29 0.23 -1.68
H -1.22828 1.02127 0.79016 0.68 -0.86 1.18
H 0.31755 0.50118 -1.06314 0.97 -1.37 1.03
H 2.43460 -0.61358 -2.16747 -0.09 -0.52 1.92
H 4.03048 -2.31284 -0.71548 -1.33 0.73 1.34
H 3.40284 -2.84419 1.89247 -1.06 1.49 -0.70
H 1.17879 -1.60554 3.07708 0.56 0.42 -1.53
Cl 0.75973 2.42170 0.05362 0.65 -0.14 0.03
Na 1.14598 -3.98173 1.47896 0.25 -0.32 0.51
N -2.56620 1.92844 -2.24546 -0.30 0.35 0.11
C -3.53091 2.29509 -3.10665 0.35 -0.27 0.19
C -4.10757 3.55421 -3.12689 0.08 0.03 0.09
C -3.66881 4.49317 -2.20295 -0.01 0.10 0.01
C -2.67497 4.14160 -1.30035 -0.17 0.03 -0.15
C -2.15856 2.85799 -1.36272 -0.24 -0.54 -0.11
H -3.84272 1.52670 -3.80672 -0.05 0.09 -0.03
H -4.88031 3.79542 -3.84587 0.05 -0.04 0.03
H -4.09727 5.48928 -2.18701 0.03 -0.07 -0.01
H -2.30941 4.84867 -0.56621 0.03 -0.07 -0.04
H -1.37695 2.53429 -0.68179 -0.15 0.33 -0.18
K -1.36155 -1.88889 0.55491 -1.36 -1.59 -1.87
C 5.53863 -4.65011 -1.59418 3.14 -0.62 0.78
O 5.54527 -5.85376 -1.07156 -2.13 0.42 -0.75
H 6.15276 -4.48011 -2.50086 -0.10 -0.26 -0.43
H 4.55333 -4.26829 -1.93853 -0.02 2.04 0.00
H 5.86779 -3.80934 -0.95439 -0.34 0.10 0.34
Ca 3.02302 -4.74380 -2.50806 -0.35 -1.32 -0.23
```
Forces are in eV/Å.